Entry 1:
Molecular formula: C16H31N6O2SSiTc
Method: DFT, ωB97M-V with the def2-TZVPD basis set

Summary:
E_LUMO (alpha / beta)   -11.09 / -10.62 eV
Highest occupied orbital energy (alpha / beta)   -15.4 / -15.4 eV
2S+1   2
<S²>   0.873
Charge   +3

Each line ends with the Löwdin charge.
Cartesian coordinates (Å):
Tc  0.116  -0.573  1.752  1.50
N  -0.386  1.406  1.089  0.00
C  0.653  1.868  0.105  -0.25
C  0.673  3.380  -0.076  -0.12
C  1.714  3.861  -1.114  -0.14
C  2.851  4.703  -0.502  -0.15
N  4.141  4.447  -1.140  0.09
C  4.920  5.324  -1.779  -0.41
N  6.170  4.984  -2.081  0.22
N  4.474  6.528  -2.127  0.23
C  1.968  1.256  0.583  -0.48
O  3.035  1.773  0.551  0.19
O  1.776  -0.011  1.066  -0.19
H  -1.305  1.422  0.650  0.12
H  -0.434  2.074  1.860  0.13
H  0.413  1.370  -0.840  0.17
H  0.853  3.848  0.897  0.13
H  -0.324  3.692  -0.391  0.13
H  1.201  4.438  -1.882  0.12
H  2.161  3.009  -1.626  0.12
H  2.963  4.481  0.559  0.12
H  2.623  5.764  -0.569  0.12
H  4.544  3.545  -0.932  0.15
H  6.579  4.126  -1.751  0.14
H  6.761  5.590  -2.627  0.14
H  3.503  6.774  -2.067  0.12
H  5.083  7.187  -2.584  0.14
C  0.934  -3.260  1.334  -0.15
Si  -0.769  -3.342  0.505  0.49
C  -1.995  -4.177  1.611  -0.16
C  -0.714  -3.846  -1.266  -0.16
C  -1.229  -1.432  0.525  -0.30
H  1.190  -4.160  1.895  0.07
H  0.963  -2.466  2.120  -0.03
H  1.746  -3.041  0.640  0.06
H  -1.825  -5.256  1.627  0.06
H  -3.018  -4.015  1.268  0.05
H  -1.911  -3.816  2.639  0.03
H  -0.405  -4.889  -1.365  0.06
H  -0.013  -3.234  -1.835  0.05
H  -1.703  -3.754  -1.719  0.06
H  -2.254  -1.283  0.882  0.04
H  -1.142  -1.023  -0.491  0.05
N  -3.733  -0.429  7.735  0.13
C  -2.427  -0.315  7.476  -0.83
S  -1.277  0.162  8.536  0.83
C  -1.986  -0.510  6.068  -0.18
C  -2.693  0.040  4.987  0.03
C  -2.171  -0.030  3.722  -0.09
N  -1.011  -0.678  3.456  -0.15
C  -0.356  -1.273  4.498  -0.08
C  -0.796  -1.191  5.790  0.00
H  -4.053  -0.252  8.675  0.13
H  -4.395  -0.821  7.086  0.12
H  -3.627  0.565  5.137  0.14
H  -2.690  0.408  2.879  0.12
H  0.544  -1.829  4.260  0.12
H  -0.231  -1.649  6.590  0.13

---

Entry 2:
Molecular formula: C46H46BrFHoN3O6
Method: DFT, ωB97M-V with the def2-TZVPD basis set

Summary:
E_LUMO (alpha / beta)   -0.57 / -0.57 eV
Highest occupied orbital energy (alpha / beta)   -6.9 / -6.9 eV
2S+1   5
<S²>   6.004

Each line ends with the Löwdin charge.
Cartesian coordinates (Å):
Ho  -0.657  0.076  0.739  1.71
C  1.513  4.220  -5.340  -0.04
C  0.131  4.699  -4.817  -0.26
C  -0.860  4.760  -6.011  -0.13
C  -2.255  5.161  -5.568  -0.13
C  -2.562  4.761  -4.146  -0.12
C  -3.801  5.151  -3.574  0.05
C  -4.236  4.589  -2.439  -0.29
F  -5.464  4.909  -2.045  0.09
C  -3.478  3.691  -1.667  0.11
C  -2.175  3.387  -2.163  -0.02
C  -1.377  2.392  -1.393  -0.25
O  -1.696  1.988  -0.202  -0.11
C  -0.220  1.959  -2.159  -0.03
C  0.317  2.843  -3.107  0.08
N  -0.423  3.801  -3.743  0.03
C  -1.729  3.955  -3.400  -0.12
C  0.436  0.591  -2.121  -0.51
O  1.411  0.432  -2.859  0.06
O  -0.017  -0.323  -1.237  -0.22
H  1.748  4.854  -6.187  0.08
H  1.440  3.169  -5.655  0.10
H  2.300  4.356  -4.599  0.08
H  0.255  5.676  -4.313  0.16
H  -0.928  3.766  -6.430  0.12
H  -0.427  5.479  -6.712  0.12
H  -3.034  4.749  -6.246  0.14
H  -2.380  6.238  -5.717  0.12
H  -4.480  5.841  -4.108  0.15
H  -3.880  3.253  -0.773  0.13
H  1.305  2.710  -3.397  0.11
C  -2.460  -2.518  -1.739  -0.08
C  -3.582  -1.577  -2.189  -0.37
C  -3.040  -0.557  -3.213  -0.05
C  -4.440  -0.943  -1.103  -0.13
C  -5.797  -0.884  -1.406  -0.08
C  -6.722  -0.703  -0.404  -0.12
C  -6.316  -0.441  0.886  -0.09
C  -4.998  -0.349  1.252  -0.15
C  -4.666  -0.063  2.676  -0.37
C  -3.377  0.758  2.981  -0.07
C  -4.606  -1.405  3.446  -0.05
C  -3.948  -0.732  0.250  -0.22
O  -2.672  -0.886  0.566  -0.31
H  -1.998  -2.976  -2.636  0.09
H  -2.782  -3.296  -1.024  0.08
H  -1.651  -1.991  -1.220  0.03
H  -4.311  -2.240  -2.768  0.14
H  -2.457  0.247  -2.773  0.06
H  -3.882  -0.165  -3.841  0.09
H  -2.443  -1.096  -3.973  0.08
H  -6.151  -1.061  -2.435  0.12
H  -7.815  -0.705  -0.627  0.11
H  -7.029  -0.228  1.715  0.12
H  -5.480  0.519  3.131  0.13
H  -2.467  0.140  2.845  0.02
H  -3.443  1.064  4.030  0.08
H  -3.258  1.651  2.367  0.07
H  -3.684  -1.930  3.154  0.06
H  -5.483  -2.039  3.206  0.09
H  -4.572  -1.191  4.533  0.08
Br  -0.021  -0.419  5.183  0.73
C  -0.149  -1.782  3.754  -0.65
C  0.621  -2.903  4.012  -0.13
C  0.481  -4.057  3.232  -0.06
C  -0.456  -4.027  2.181  -0.02
C  -1.121  -2.801  1.931  -0.12
N  -0.973  -1.682  2.710  -0.03
H  1.393  -2.832  4.781  0.10
H  1.076  -4.901  3.543  0.11
H  -0.507  -4.898  1.477  0.13
H  -1.925  -2.782  1.163  0.11
C  8.186  -3.802  1.228  -0.06
C  6.720  -3.908  1.580  -0.22
C  6.245  -5.029  2.318  -0.07
C  4.951  -5.141  2.668  -0.11
C  4.084  -4.080  2.484  0.00
C  4.561  -2.849  1.953  -0.22
N  3.706  -1.778  2.026  0.08
C  3.984  -0.597  2.678  -0.19
C  5.137  -0.469  3.467  -0.03
C  5.422  0.678  4.189  -0.06
C  4.627  1.817  3.944  -0.09
C  3.440  1.676  3.222  -0.02
C  3.091  0.492  2.557  -0.07
C  1.772  0.383  1.878  -0.58
O  0.835  1.201  2.042  -0.12
O  1.579  -0.633  1.099  -0.13
C  5.878  -2.790  1.422  -0.16
C  6.272  -1.558  0.559  -0.03
H  8.848  -4.371  1.922  0.09
H  8.479  -2.716  1.123  0.08
H  8.400  -4.234  0.235  0.08
H  6.950  -5.796  2.563  0.10
H  4.643  -6.048  3.185  0.11
H  3.057  -4.079  2.818  0.07
H  2.774  -1.748  1.525  0.14
H  5.730  -1.370  3.610  0.12
H  6.372  0.791  4.723  0.11
H  4.903  2.752  4.399  0.09
H  2.716  2.497  3.250  0.12
H  5.409  -0.839  0.458  0.09
H  6.500  -1.971  -0.437  0.09
H  7.064  -0.930  1.050  0.09

---

Entry 3:
Molecular formula: C3HN3O2
Method: DFT, ωB97M-V with the def2-TZVPD basis set

Summary:
E_LUMO   0.15 eV
Highest occupied orbital energy   -11.2 eV

Each line ends with the Löwdin charge.
Cartesian coordinates (Å):
C  0.209  1.315  -1.479  -0.38
C  0.158  -1.763  0.500  -0.35
C  -1.837  0.349  2.780  0.04
N  -1.215  -0.444  2.139  -0.07
N  1.277  1.698  -1.854  0.24
N  -0.605  -1.450  1.360  0.15
O  -0.601  1.120  -0.658  0.13
O  0.794  -2.379  -0.194  0.22
H  1.820  1.553  -2.595  0.03

---

Entry 4:
Molecular formula: C20H11F5IN5O2RhS3
Method: DFT, ωB97M-V with the def2-TZVPD basis set

Summary:
E_LUMO   1.14 eV
Highest occupied orbital energy   -5.2 eV
Charge   -1

Each line ends with the Löwdin charge.
Cartesian coordinates (Å):
Rh  0.665  -0.020  2.671  0.51
N  4.115  1.624  4.626  0.06
C  3.002  1.288  3.919  -0.82
S  2.349  -0.315  4.186  0.58
N  2.500  2.219  3.150  0.02
N  1.367  1.806  2.513  -0.20
C  0.639  2.631  1.857  -0.04
C  -0.560  2.101  1.206  -0.26
C  -1.377  2.867  0.398  -0.02
C  -2.510  2.284  -0.155  -0.04
C  -2.785  0.960  0.129  -0.04
C  -1.909  0.242  0.928  -0.12
N  -0.829  0.800  1.463  -0.02
H  4.677  0.874  4.985  0.08
H  4.589  2.464  4.340  0.09
H  0.914  3.677  1.799  0.14
H  -1.109  3.892  0.184  0.12
H  -3.154  2.832  -0.829  0.11
H  -3.647  0.475  -0.303  0.11
H  -2.070  -0.801  1.165  0.06
F  1.148  -2.873  1.637  -0.01
C  1.815  -2.003  0.867  -0.25
C  1.793  -0.634  1.128  -0.12
C  2.571  0.124  0.259  -0.25
F  2.675  1.457  0.354  0.06
C  3.291  -0.421  -0.793  -0.18
F  4.002  0.373  -1.595  0.11
C  3.264  -1.778  -1.024  -0.15
F  3.946  -2.315  -2.038  0.12
C  2.516  -2.573  -0.180  -0.16
F  2.481  -3.898  -0.373  0.11
O  -3.655  0.666  -4.827  -0.31
S  -3.324  0.757  -3.430  0.61
O  -4.376  1.216  -2.546  -0.34
N  -1.964  1.610  -3.177  -0.12
C  -0.999  0.871  -2.655  -0.88
S  0.511  1.405  -2.171  0.65
C  -1.398  -0.567  -2.441  -0.25
C  -0.655  -1.592  -1.879  -0.03
C  -1.258  -2.831  -1.715  -0.06
C  -2.580  -3.042  -2.109  -0.08
C  -3.323  -2.015  -2.679  -0.04
C  -2.702  -0.791  -2.830  -0.24
H  0.365  -1.399  -1.572  0.08
H  -0.700  -3.643  -1.265  0.10
H  -3.031  -4.016  -1.966  0.10
H  -4.350  -2.165  -2.986  0.12
I  -0.933  -1.821  3.775  0.11